Here is an isolated molecule of C3H2N2O2 at a distorted geometry from the OMol25 dataset. Energies are from ωB97M-V/def2-TZVPD.

Atoms and positions in Å:
C  0.22455  -0.27684  -0.93552
C  -0.51687  0.67854  1.49926
C  0.07407  -0.60008  1.37757
H  -0.90699  1.13511  2.55171
H  -0.24652  -1.38682  2.03178
N  0.05970  0.97784  -0.61112
N  -0.56558  1.36879  0.40855
O  0.32213  -0.73461  -2.09201
O  0.42839  -1.13844  0.24035

Atomic forces in eV per Å
C 2.25 -3.66 -3.57
C 0.28 -2.57 3.95
C -2.98 0.45 0.44
H 0.87 -1.41 -2.97
H 1.03 -0.21 1.26
N -1.31 2.50 -2.89
N 0.43 3.30 0.36
O -0.35 1.03 4.70
O -0.22 0.57 -1.28

Computed properties:
Frontier orbital gap, eV: 7.7
Charge: 0
SMILES string: O=c1nncco1
LUMO level, Ha: -0.061


Here is a cluster of 2 separate species, C7H13N2O5P2 in total at a distorted geometry from the OMol25 dataset. Energies are from ωB97M-V/def2-TZVPD.

Atoms and positions in Å:
C  0.65891  -2.24360  2.19748
C  0.89976  -1.71303  1.12845
C  1.15397  -1.42947  -0.38158
C  1.90610  -0.03194  -0.68076
C  1.36970  0.09470  -2.20248
N  -0.04939  -0.38568  -2.14216
C  -0.26284  -0.94558  -0.96802
P  -1.80248  -1.21433  0.02953
P  -3.62633  -0.98428  -1.14465
O  -4.37340  -2.28555  -1.10469
O  -4.57914  0.14198  -0.32865
O  -3.39817  -0.49053  -2.72839
H  0.30661  -2.72940  3.14625
H  1.73008  -2.19393  -0.98547
H  3.01439  -0.01742  -0.51782
H  1.26376  0.73204  -0.14362
H  1.49999  1.14204  -2.60399
H  2.09587  -0.59116  -2.75005
H  -0.77735  -0.27389  -2.84993
H  -1.81143  -2.59077  0.43807
H  -4.20704  1.02407  -0.57888
H  -2.74378  -1.10553  -3.11788
C  1.62435  2.72049  3.24958
N  1.74720  2.40828  1.80051
O  2.73169  1.78938  1.43952
O  0.84745  2.79612  1.07300
H  2.48981  2.31677  3.76872
H  1.58434  3.80357  3.34943
H  0.70737  2.25664  3.60850

Atomic forces in eV per Å
C -0.51 0.10 -0.07
C 0.67 -1.40 -1.11
C -0.67 2.56 2.17
C -3.07 -0.40 -0.93
C 2.93 0.16 0.00
N 0.74 0.05 1.77
C 0.46 -2.58 -0.63
P 1.34 0.62 0.01
P -4.53 -2.05 -0.80
O 1.89 1.94 0.25
O 3.12 -0.40 -2.46
O 0.87 0.12 2.24
H 0.79 0.94 -1.46
H -1.37 0.25 0.84
H -1.29 0.14 -0.23
H 1.58 -0.56 -0.20
H -0.64 -1.25 0.34
H -1.49 0.67 -0.06
H 0.45 0.64 0.36
H 0.13 0.60 -0.70
H -0.73 -0.34 0.55
H -0.77 0.08 -0.05
C 0.15 -0.03 0.29
N 0.15 0.03 0.16
O -0.33 0.31 0.02
O 0.30 -0.30 0.02
H -0.06 0.02 -0.17
H -0.13 -0.09 -0.05
H 0.00 0.15 -0.09

Computed properties:
Frontier orbital gap, eV: 8.5
Charge: +1
LUMO level, Ha: -0.182


Here is an isolated molecule of C10H14Si at a distorted geometry from the OMol25 dataset. Energies are from ωB97M-V/def2-TZVPD.

Atoms and positions in Å:
C  -1.83338  -2.01587  1.74758
C  -2.56267  -0.88965  1.26322
C  -0.53650  -2.25227  1.31989
C  -2.01038  -0.10166  0.31292
C  0.00963  -1.41904  0.40313
C  -0.74513  -0.36332  -0.17691
C  1.50070  -1.48159  -0.07855
C  0.24269  1.35423  -2.59695
C  0.55161  2.57757  0.36118
C  2.00383  -0.06733  -0.33354
Si  0.47720  1.00000  -0.75934
H  -2.22844  -2.62241  2.52272
H  -3.52717  -0.60304  1.73308
H  0.01518  -2.97153  1.81839
H  -2.48611  0.82015  0.09590
H  1.99813  -1.91555  0.78800
H  1.54815  -2.18276  -0.91356
H  -0.72105  1.82400  -2.78453
H  1.10221  1.78984  -3.08702
H  0.21299  0.30639  -2.99433
H  -0.37813  3.11423  0.42397
H  1.40332  3.16286  -0.01582
H  0.79688  2.48391  1.43779
H  2.34587  0.46702  0.58278
H  2.82058  -0.01419  -1.07001

Atomic forces in eV per Å
C -0.58 1.55 -0.71
C -0.74 -2.00 1.88
C -1.76 0.68 0.21
C 0.59 0.33 -0.27
C 1.14 1.61 -2.66
C 1.58 0.73 0.87
C -1.42 -0.25 1.74
C 0.12 -1.52 0.51
C 0.59 -0.82 0.30
C 0.03 1.07 -0.49
Si -0.04 -0.51 0.40
H -0.46 -0.42 0.57
H 0.69 -0.43 -0.42
H 1.15 -1.53 0.68
H -0.55 0.72 -0.55
H 0.53 -0.31 -0.26
H 0.28 0.27 -0.11
H 0.19 0.20 -0.31
H -0.05 0.63 -0.10
H -0.24 0.73 0.14
H -0.34 0.63 -0.63
H -0.55 0.31 -0.22
H 0.01 -0.81 -0.50
H 0.06 -0.82 -0.34
H -0.22 -0.05 0.26

Computed properties:
Frontier orbital gap, eV: 9.7
Charge: 0
SMILES string: C[Si]1(C)CCc2ccccc21
LUMO level, Ha: 0.033


Number 1: E_HOMO -9.326 eV. Number 2: E_HOMO -13.407 eV. Number 3: E_HOMO -8.798 eV.